No. 1
Density functional theory data (ωB97M-V with the def2-TZVPD basis set) for a gas-phase ion, C4H9N4 (charge +1).

Computed properties:
LUMO energy (alpha / beta), eV: -5.5 / -5.5
E_HOMO (alpha / beta), eV: -13.146 / -13.145
SMILES string: [H]/N=N/N=C\[NH+]=C/CC

Geometry as ORCA input:
```
! RIJCOSX wB97M-V def2-TZVPD def2/J DEFGRID3
* xyz 1 1
C 0.8424 -1.0778 2.2138
C 1.1135 0.3633 0.2660
C -0.2140 0.3040 -1.9095
C -0.2640 0.1720 -0.3842
N -0.4683 -1.1413 2.3458
N -1.5772 -0.6913 2.4754
N -2.5821 -0.8165 1.7850
N 1.5126 -0.1891 1.3608
H 1.3760 -1.8053 2.7830
H 1.6550 0.8053 -0.5252
H -1.2959 0.2459 -2.3216
H 0.3315 -0.4369 -2.4504
H 0.2054 1.3365 -2.2218
H -0.5121 -0.8378 -0.2839
H -1.0364 0.8753 -0.0915
H -3.3126 -0.1265 2.0285
H 2.4599 -0.0892 1.6819
*
```

---

No. 2
Density functional theory data (ωB97M-V with the def2-TZVPD basis set) for a molecular structure, C4H9N4P3.

Computed properties:
LUMO energy, eV: -0.6
E_HOMO, eV: -9.115

Geometry as ORCA input:
```
! RIJCOSX wB97M-V def2-TZVPD def2/J DEFGRID3
* xyz 0 1
C 2.0148 0.1548 0.5773
C 1.8436 0.3250 -1.0209
C 0.9219 -0.5838 1.3209
C 1.4557 -0.8360 -1.6243
N -4.1604 -0.0967 -0.1640
N -2.2898 1.4622 0.6108
N -1.6668 -0.8433 -0.7041
N -0.2146 0.2657 1.1161
P -3.2478 -1.1680 -0.9704
P -3.8403 1.3121 0.6314
P -1.1996 0.5874 -0.1304
H 3.0058 -0.3798 0.6034
H 2.0299 1.1770 0.9865
H -0.7217 1.1815 -1.1766
H 1.9542 1.3177 -1.5161
H 0.8168 -1.6490 1.0514
H 0.9801 -0.5576 2.4964
H 1.5839 -1.1127 -2.6662
H 1.0128 -1.6210 -1.1392
H -0.2786 1.0645 1.7180
*
```

---

No. 3
Density functional theory data (ωB97M-V with the def2-TZVPD basis set) for a molecular structure, C4H9N5O.

Computed properties:
LUMO energy (alpha / beta), eV: -7.1 / -9.8
⟨S²⟩: 2.0174
E_HOMO (alpha / beta), eV: -13.281 / -19.256

Geometry as ORCA input:
```
! RIJCOSX wB97M-V def2-TZVPD def2/J DEFGRID3
* xyz 2 3
C 1.4722 1.5398 -0.6841
C 1.6849 -0.5239 0.0028
C -3.0435 1.2099 1.0104
C 0.2644 -0.2720 -0.5930
N 0.2823 1.0512 -0.9656
N 2.3471 0.6371 -0.1669
N 2.1498 -1.4897 0.8423
N -3.0244 0.1151 0.4614
N -0.8882 -1.0846 -0.3845
O -2.7763 2.2338 1.3860
H 1.8555 2.3934 -1.1033
H -0.4636 1.6718 -1.3108
H 3.2715 0.7017 0.2569
H 1.5711 -2.3130 1.0503
H 3.0800 -1.7767 0.9606
H -1.9267 -0.3783 0.1360
H -3.8785 -0.3514 0.2614
H -0.6697 -1.9439 0.1346
H -1.3079 -1.4204 -1.2946
*
```

---

No. 4
Density functional theory data (ωB97M-V with the def2-TZVPD basis set) for 2 unconnected molecules or ions with the total composition C4H9N6.

Computed properties:
LUMO energy, eV: -2.9
E_HOMO, eV: -12.286

Geometry as ORCA input:
```
! RIJCOSX wB97M-V def2-TZVPD def2/J DEFGRID3
* xyz 1 1
C 1.0576 -1.0522 0.0759
C 1.1207 1.3952 0.1037
C -4.7769 0.2615 -0.0040
C 1.6201 0.1205 0.7872
N -0.2468 -0.9954 -0.1150
N 1.9435 2.2914 -0.1803
N -3.7169 -0.1066 0.1963
N -0.2188 1.2902 -0.1924
N 1.8113 -2.0420 -0.3664
N -0.8785 0.1565 0.3533
H -5.7597 0.6064 -0.1854
H -0.7839 -1.7235 -0.5721
H 1.2092 0.1399 1.8026
H 2.7045 0.1342 0.8269
H 1.6011 3.1248 -0.6419
H -0.7840 2.1040 -0.3770
H 2.8050 -2.0323 -0.1963
H 1.4319 -2.8292 -0.8674
H -1.8919 0.1454 0.1762
*
```

---

No. 5
Density functional theory data (ωB97M-V with the def2-TZVPD basis set) for 2 unconnected molecules or ions with the total composition C4H9NO.

Computed properties:
LUMO energy (alpha / beta), eV: 3.0 / 3.0
⟨S²⟩: 0.7538
E_HOMO (alpha / beta), eV: -0.928 / -1.596

Geometry as ORCA input:
```
! RIJCOSX wB97M-V def2-TZVPD def2/J DEFGRID3
* xyz -1 2
C 0.5744 0.2100 -2.6707
C -0.7224 0.0829 -1.7895
C -1.9352 0.2701 -2.3001
C 0.5535 -0.0670 0.2359
N -0.5099 0.3209 -0.4073
H 1.3727 0.9966 -2.2852
H 1.1592 -0.7719 -2.7379
H 0.1307 0.8375 -3.6102
H -2.7986 0.3719 -1.6767
H -2.0081 0.2584 -3.3071
H 0.7886 -0.9999 0.7635
H 1.3290 0.5981 0.0226
H 0.3087 -1.4309 6.6298
H 0.7781 -0.0135 6.2563
O 0.9793 -0.6631 6.8768
*
```

---

No. 6
Density functional theory data (ωB97M-V with the def2-TZVPD basis set) for a single C4H9NO molecule.

Computed properties:
LUMO energy, eV: 1.1
E_HOMO, eV: -8.202
SMILES string: C=CCNCO

Geometry as ORCA input:
```
! RIJCOSX wB97M-V def2-TZVPD def2/J DEFGRID3
* xyz 0 1
C -1.5752 -0.0564 -0.5273
C 0.2983 0.8526 0.7976
N -0.4564 0.8408 -0.3610
C 1.5747 -0.4830 0.8662
C 1.7921 -1.1979 -0.2187
O -2.7319 0.6445 -0.9253
H -2.9036 1.3238 -0.2630
H -0.0008 1.1106 -1.2245
H -1.3917 -0.7938 -1.3144
H -1.7416 -0.5884 0.4192
H 0.9273 1.7386 0.8880
H 0.1387 0.0176 1.5700
H 2.2116 -0.5191 1.7435
H 2.6336 -1.8710 -0.3228
H 1.2250 -1.0189 -1.1275
*
```

---

| no. | strongest force on any atom (eV/Å) | M (g/mol) |
| --- | --- | --- |
| 1 | 4.99 | 113.1 |
| 2 | 4.36 | 206.1 |
| 3 | 5.27 | 143.2 |
| 4 | 0.89 | 141.2 |
| 5 | 5.33 | 87.1 |
| 6 | 5.02 | 87.1 |